{
  "formula": "C5H9N3O",
  "method": "the ωB97M-V functional and the def2-TZVPD basis",
  "elements": ["C", "C", "C", "C", "C", "H", "H", "H", "H", "H", "H", "H", "H", "H", "N", "N", "N", "O"],
  "coordinates": [[0.970, -0.375, -0.523], [0.993, 1.032, 0.133], [0.676, 0.421, 1.449], [0.036, -0.780, 0.757], [-1.371, -0.498, 0.072], [1.954, -2.032, -1.019], [2.614, -1.193, 0.152], [0.361, -0.168, -1.510], [1.777, 1.717, -0.060], [-0.022, 1.033, 2.038], [1.598, 0.271, 2.061], [-0.203, -1.844, 1.133], [-1.747, 0.916, -1.375], [-0.283, 2.612, -0.299], [2.249, -1.057, -0.764], [-1.387, 0.847, -0.378], [-0.200, 1.629, -0.569], [-2.312, -1.255, -0.059]],
  "lowdin_charge": [-0.29, -0.27, -0.12, -0.11, -0.44, 0.10, 0.05, 0.17, 0.13, 0.12, 0.13, 0.16, 0.16, 0.12, 0.05, 0.02, -0.05, 0.07],
  "orbital_gap_ev": 9.67,
  "relative_energy_kcal_mol": 82.81,
  "homo_ha": -0.3249,
  "charge": 0,
  "energy_ev": -11845.8172
}